2 unconnected molecules or ions with the total composition C14H14ClN2. Source: OMol25; level of theory: wB97M-V/def2-TZVPD.

Values from the calculation:
E_LUMO in eV: -5.310
Highest occupied orbital energy in eV: -11.73
Charge: +1
Relative energy (zero: lowest compared OMol25 entry of this formula, charge and spin) in kcal/mol: 0.00
Kohn-Sham gap in eV: 6.4

Each line ends with the Mulliken charge.
Positions of all 31 atoms, in Å:
1 Cl -4.57111 0.07506 3.08431  -0.15
2 C -2.96965 0.03716 2.48615  0.45
3 C -2.29316 -1.19102 2.39456  -0.89
4 C -0.99814 -1.22560 1.88499  -0.44
5 C -0.36659 -0.05206 1.39060  0.80
6 C 0.96573 -0.10467 0.87509  1.26
7 C 1.73470 1.09776 0.48277  -0.53
8 C 3.22941 0.58813 0.29543  -0.74
9 C 3.12663 -0.85994 0.62970  -0.35
10 C 1.83688 -1.21993 0.95972  -0.83
11 C -1.04266 1.18869 1.58673  -0.21
12 C -2.33648 1.22968 2.10101  -0.88
13 H -2.79402 -2.10809 2.70607  0.41
14 H -0.46961 -2.18250 1.85159  0.25
15 H 1.35791 1.56480 -0.43743  0.07
16 H 1.72713 1.83500 1.29361  0.42
17 H 3.52879 0.76119 -0.74766  0.33
18 H 3.92137 1.14065 0.95595  0.34
19 H 3.98090 -1.54083 0.60021  0.45
20 H 1.53922 -2.18201 1.35900  0.43
21 H -0.54255 2.12328 1.32559  0.40
22 H -2.87328 2.17179 2.19732  0.40
23 N -0.09811 -0.08015 -1.93493  -0.07
24 C -0.46514 -1.16839 -2.58944  -0.33
25 N -0.94399 -0.83264 -3.83249  -0.07
26 C -0.86251 0.53813 -3.96541  -0.45
27 C -0.32654 0.99300 -2.77771  -0.39
28 H -0.42338 -2.20619 -2.27934  0.36
29 H -1.30029 -1.48678 -4.53370  0.21
30 H -1.17295 1.08211 -4.84204  0.38
31 H -0.09852 2.01438 -2.52023  0.37

A molecular structure, C6H5F5O7P2S5SbSe4Tc. Source: OMol25; level of theory: wB97M-V/def2-TZVPD.

Values from the calculation:
E_LUMO in eV: -2.688
Highest occupied orbital energy in eV: -8.34
Charge: 0
Kohn-Sham gap in eV: 5.7

Each line ends with the Mulliken charge.
Positions of all 36 atoms, in Å:
1 Tc -0.64596 0.53266 -0.74900  0.52
2 O -2.26974 2.71042 -0.01835  -0.33
3 P -0.75762 3.28700 0.28740  0.70
4 O -0.65452 4.71078 0.09516  -0.69
5 O 0.20224 2.34824 -0.43458  -0.52
6 O -0.65280 2.82069 1.85814  -0.32
7 P -0.62989 1.32645 2.39324  0.28
8 O -2.09965 1.06400 2.92127  -0.49
9 O 0.48800 1.05773 3.27987  -0.58
10 O -0.65125 0.37151 1.09284  0.22
11 H -2.93397 3.37269 0.21007  0.31
12 H -2.17577 1.10777 3.87101  0.39
13 Se -4.87346 1.23719 -4.93164  -0.46
14 Sb -2.56871 1.74271 -4.80648  0.57
15 Se -1.97200 3.29711 -2.93917  -0.19
16 Se -1.46454 1.21629 -2.54837  0.67
17 Se -1.10217 2.08352 -6.62899  -0.45
18 C 4.01267 -0.70605 0.32322  -0.72
19 S 3.59086 -2.43840 0.65769  -0.04
20 C 2.13179 -2.35403 1.62949  0.57
21 C 1.07978 -1.50650 1.61774  0.00
22 S 0.98494 -0.01790 0.72871  -0.23
23 S -0.26407 -1.88282 2.70093  0.05
24 C 0.45545 -3.27338 3.45002  0.07
25 S -0.28478 -4.05920 4.66612  -0.19
26 S 2.01674 -3.68164 2.77826  -0.13
27 H 4.93915 -0.75495 -0.24196  0.41
28 H 4.16775 -0.16642 1.25382  0.35
29 H 3.25758 -0.22947 -0.29552  0.20
30 F 0.18566 -1.11674 -3.35469  -0.28
31 C 0.20444 -1.00000 -1.97631  0.17
32 F 1.53009 -1.20773 -1.67160  -0.21
33 C -0.58123 -2.22192 -1.46057  1.13
34 F -1.43368 -1.75682 -0.46650  -0.32
35 F -1.37954 -2.73714 -2.38012  -0.25
36 F 0.14822 -3.17566 -0.91116  -0.22

2 unconnected molecules or ions with the total composition C4H14N2O. Source: OMol25; level of theory: wB97M-V/def2-TZVPD.

Values from the calculation:
SMILES: C[C@@H](N)CCN.O
E_LUMO in eV: 0.786
Highest occupied orbital energy in eV: -9.14
Charge: 0
Relative energy (zero: lowest compared OMol25 entry of this formula, charge and spin) in kcal/mol: 26.57
Kohn-Sham gap in eV: 9.9

Each line ends with the Mulliken charge.
Positions of all 21 atoms, in Å:
1 C 2.23738 -0.57733 -0.94150  -1.46
2 C 0.76407 -0.47494 -0.53677  0.27
3 C 0.30464 0.96923 -0.51912  -0.89
4 C -1.00227 1.27674 0.24121  -0.30
5 N -0.79363 2.31124 1.28171  -0.66
6 N 0.63588 -1.18540 0.74762  -0.59
7 H 2.47471 -0.06386 -1.87051  0.36
8 H 2.82354 -0.25906 -0.07698  0.35
9 H 2.50829 -1.62163 -1.09378  0.36
10 H 0.17613 -1.08175 -1.23104  0.25
11 H 0.16488 1.31632 -1.54282  0.39
12 H 1.05950 1.64733 -0.12272  0.39
13 H -1.72010 1.68311 -0.47042  0.27
14 H -1.39107 0.35890 0.67272  0.28
15 H -0.91092 1.90010 2.19852  0.22
16 H -1.50093 3.02729 1.20697  0.23
17 H -0.30749 -1.48294 0.97752  0.28
18 H 1.05454 -0.64879 1.50227  0.24
19 H -2.48424 -1.62995 -0.07950  0.33
20 H -1.69968 -2.89526 -0.46798  0.33
21 O -2.39325 -2.56936 0.12458  -0.67

C17H33NO2 in the gas phase. Source: OMol25; level of theory: wB97M-V/def2-TZVPD.

Values from the calculation:
SMILES: COC(=O)CCCCCCCCCCN1CCCCC1
E_LUMO in eV: 0.942
Highest occupied orbital energy in eV: -8.19
Charge: 0
Relative energy (zero: lowest compared OMol25 entry of this formula, charge and spin) in kcal/mol: 2.16
Kohn-Sham gap in eV: 9.1

Each line ends with the Mulliken charge.
Positions of all 53 atoms, in Å:
1 C -2.96304 -5.16742 -4.69586  -0.64
2 H -3.46770 -5.25420 -5.66015  0.29
3 H -1.99625 -4.68366 -4.84894  0.29
4 H -2.83346 -6.14651 -4.24235  0.23
5 O -3.75498 -4.41006 -3.79107  -0.32
6 C -4.03571 -3.15191 -4.15918  0.57
7 O -3.64526 -2.66094 -5.18447  -0.58
8 C -4.90714 -2.46732 -3.13186  -0.50
9 H -4.88972 -3.04947 -2.21042  0.29
10 C -4.45213 -1.02732 -2.89275  -0.61
11 C -3.10227 -0.96978 -2.18179  -0.58
12 C -2.64690 0.46781 -1.94432  -0.83
13 C -1.30208 0.53321 -1.22422  -0.52
14 C -0.85019 1.97476 -1.00083  -0.73
15 C 0.53632 2.08661 -0.36618  -0.71
16 C 0.58058 1.60864 1.08396  -0.53
17 C 1.95079 1.83886 1.71440  -0.09
18 H 2.70706 1.30114 1.13855  0.25
19 H 2.19160 2.90345 1.67636  0.28
20 C 1.98107 1.35943 3.17474  -1.37
21 N 3.22891 1.52163 3.88779  0.21
22 C 4.32847 0.72863 3.37722  -0.59
23 C 5.44751 0.68812 4.41558  -0.83
24 C 5.92109 2.10477 4.72232  -0.68
25 C 4.72744 2.94593 5.16155  -0.83
26 C 3.63687 2.89633 4.09372  -0.59
27 H 2.76627 3.46911 4.42318  0.42
28 H 4.02358 3.35852 3.16684  0.30
29 H 4.32490 2.54492 6.09284  0.34
30 H 5.02888 3.98122 5.33141  0.37
31 H 6.68414 2.09022 5.50293  0.30
32 H 6.36518 2.54296 3.82466  0.32
33 H 5.06301 0.22943 5.32768  0.34
34 H 6.27332 0.07933 4.04276  0.37
35 H 3.96344 -0.28313 3.18308  0.43
36 H 4.73233 1.13703 2.43256  0.30
37 H 1.21335 1.89803 3.73992  0.36
38 H 1.72820 0.29452 3.20363  0.33
39 H -0.17647 2.14390 1.66247  0.30
40 H 0.34383 0.54430 1.13059  0.28
41 H 1.25143 1.51121 -0.95886  0.36
42 H 0.85020 3.13318 -0.39747  0.39
43 H -1.57816 2.48782 -0.36788  0.34
44 H -0.83448 2.48757 -1.96582  0.36
45 H -0.54998 0.00841 -1.81797  0.29
46 H -1.38770 0.01948 -0.26516  0.27
47 H -2.56859 0.98176 -2.90490  0.38
48 H -3.39957 0.99154 -1.34979  0.33
49 H -2.35605 -1.48830 -2.78784  0.32
50 H -3.17335 -1.49065 -1.22340  0.30
51 H -4.37535 -0.52289 -3.85752  0.33
52 H -5.20241 -0.50778 -2.29352  0.40
53 H -5.92692 -2.46923 -3.52484  0.29

C2H3N5O in the gas phase. Source: OMol25; level of theory: wB97M-V/def2-TZVPD.

Values from the calculation:
SMILES: O/N=C\c1nn[nH]n1
E_LUMO in eV: 0.944
Highest occupied orbital energy in eV: -9.87
Charge: 0
Relative energy (zero: lowest compared OMol25 entry of this formula, charge and spin) in kcal/mol: 83.94
Kohn-Sham gap in eV: 10.8

Each line ends with the Mulliken charge.
Positions of all 11 atoms, in Å:
1 C 1.14623 1.04194 -0.03605  -0.21
2 C -0.19685 0.31395 -0.02714  0.87
3 H 3.14575 -1.08854 0.30282  0.37
4 H 1.18073 2.14751 -0.07142  0.37
5 H -3.17226 0.43918 -0.07066  0.24
6 N 2.26748 0.47708 0.03158  -0.45
7 N -0.49340 -0.99119 0.00506  -0.09
8 N -1.81432 -1.04800 -0.00839  -0.59
9 N -2.20688 0.19941 0.01674  0.47
10 N -1.29190 1.03239 0.04012  -0.63
11 O 2.24033 -0.91516 -0.04717  -0.34

5 unconnected molecules or ions with the total composition C29H56Cl6N3O3. Source: OMol25; level of theory: wB97M-V/def2-TZVPD.

Values from the calculation:
E_LUMO (spin up / spin down) in eV: 0.145 / -0.493
Spin multiplicity: 4
Highest occupied orbital energy (spin up / spin down) in eV: -9.00 / -9.73
Charge: 0
Relative energy (zero: lowest compared OMol25 entry of this formula, charge and spin) in kcal/mol: 69.70
Kohn-Sham gap (spin up / spin down) in eV: 9.1 / 9.2

Each line ends with the Mulliken charge.
Positions of all 97 atoms, in Å:
1 C 3.76544 -9.62234 -1.99489  0.06
2 Cl 2.65893 -10.86000 -2.54561  -0.10
3 Cl 5.45121 -10.30714 -1.80537  -0.13
4 Cl 3.29830 -8.96767 -0.42939  -0.12
5 H 3.70341 -8.74697 -2.64140  0.29
6 C 2.38388 -3.78149 -0.64537  0.10
7 Cl 1.98704 -2.86087 -2.04220  -0.10
8 Cl 1.34113 -3.22697 0.75501  -0.13
9 Cl 4.15210 -3.64388 -0.28992  -0.12
10 H 2.13232 -4.81825 -0.86887  0.25
11 C -0.55601 6.82715 0.08011  -1.67
12 C -1.32159 5.79703 -0.77395  1.32
13 C -0.60569 5.77267 -2.17380  -1.07
14 C -1.06441 4.67933 -3.12097  -0.74
15 C -0.96072 3.35328 -2.39980  -1.25
16 C -1.72884 3.27690 -1.05864  1.37
17 N -1.26319 4.39988 -0.19297  0.32
18 O -1.58147 4.29778 1.26382  -0.46
19 C -3.25571 3.19495 -1.46274  -1.82
20 C -1.22019 1.86164 -0.48790  -1.63
21 C -2.79156 6.39601 -0.87031  -1.50
22 H -0.94400 6.89060 1.09674  0.41
23 H -0.74681 7.84081 -0.27229  0.39
24 H 0.50292 6.64044 0.25870  0.41
25 H -0.97477 6.64613 -2.71135  0.33
26 H 0.48426 5.77220 -2.16388  0.40
27 H -0.42330 4.74854 -3.99977  0.41
28 H -2.09958 4.76294 -3.45193  0.32
29 H 0.11263 3.17576 -2.33280  0.49
30 H -1.30855 2.64813 -3.15471  0.46
31 H -3.90241 3.13814 -0.58714  0.39
32 H -3.69976 3.82510 -2.23334  0.41
33 H -3.30047 2.19198 -1.88717  0.49
34 H -1.23087 1.13357 -1.29901  0.40
35 H -0.19063 1.95594 -0.14264  0.42
36 H -1.88016 1.53324 0.31503  0.35
37 H -2.82016 7.35339 -1.39061  0.41
38 H -3.14081 6.47781 0.15898  0.38
39 H -3.50689 5.71434 -1.33045  0.26
40 C -6.02668 -6.21496 -4.83265  -1.61
41 C -6.01527 -6.74896 -3.44394  1.42
42 C -4.58499 -6.87678 -2.85760  -1.34
43 C -4.04776 -5.48154 -2.29019  -0.74
44 C -4.97386 -5.15473 -1.12992  -1.23
45 C -6.44843 -4.97326 -1.58568  1.42
46 N -6.93992 -6.06556 -2.49972  0.26
47 O -8.38660 -5.93606 -2.99519  -0.45
48 C -7.26651 -4.95097 -0.20253  -1.58
49 C -6.62055 -3.59515 -2.20106  -1.48
50 C -6.36780 -8.25648 -3.67737  -1.72
51 H -5.93786 -5.12869 -4.84761  0.33
52 H -6.97689 -6.48476 -5.29352  0.41
53 H -5.24035 -6.64488 -5.45309  0.38
54 H -4.45153 -7.55342 -2.01354  0.41
55 H -3.99778 -7.34109 -3.64987  0.53
56 H -4.21846 -4.66214 -2.98843  0.32
57 H -2.99321 -5.58740 -2.03561  0.39
58 H -4.56366 -4.20110 -0.79760  0.43
59 H -4.98049 -5.88509 -0.32082  0.42
60 H -6.71509 -4.36822 0.53533  0.36
61 H -8.26698 -4.56611 -0.40013  0.36
62 H -7.45836 -5.92430 0.24906  0.43
63 H -5.92364 -2.82472 -1.87114  0.32
64 H -6.46294 -3.67020 -3.27699  0.34
65 H -7.67233 -3.31408 -2.14772  0.35
66 H -5.80879 -8.60911 -4.54412  0.41
67 H -7.43803 -8.39103 -3.83424  0.42
68 H -6.10906 -8.82040 -2.78119  0.43
69 C 4.40076 5.25819 4.57308  -1.75
70 C 5.77120 4.68001 4.21599  1.57
71 C 6.33412 4.56345 5.65947  -1.31
72 C 7.60400 3.70588 5.76963  -0.73
73 C 7.17961 2.31352 5.19329  -1.26
74 C 6.66067 2.35111 3.75249  1.45
75 N 5.62237 3.34360 3.53510  0.42
76 O 5.03425 3.46529 2.21454  -0.49
77 C 7.84407 2.34057 2.74561  -1.56
78 C 6.06719 0.94773 3.58955  -1.80
79 C 6.66286 5.68031 3.47638  -1.56
80 H 3.70072 4.52420 4.97222  0.45
81 H 3.97591 5.63575 3.64300  0.39
82 H 4.38552 6.13714 5.21752  0.35
83 H 6.73722 5.51515 6.00570  0.43
84 H 5.59552 4.22752 6.38729  0.42
85 H 7.98189 3.50888 6.77287  0.40
86 H 8.40466 4.20267 5.22169  0.33
87 H 6.43256 1.91283 5.87846  0.39
88 H 8.05932 1.67034 5.21609  0.46
89 H 8.45975 3.20086 3.00820  0.36
90 H 8.50927 1.48559 2.86650  0.41
91 H 7.65939 2.56320 1.69469  0.34
92 H 5.59727 0.91449 2.60661  0.44
93 H 6.77538 0.12200 3.65819  0.36
94 H 5.34423 0.78815 4.38953  0.44
95 H 6.18046 5.83079 2.51060  0.37
96 H 7.63529 5.21774 3.30756  0.33
97 H 6.82378 6.65456 3.93794  0.36